1.
The following is a quantum chemistry calculation of a 11-piece molecular cluster, C23H68N8O11 overall in a non-equilibrium geometry, from OMol25.

**HOMO**: -8.6 eV
**Calculated total energy**: -2182.4998 a.u.

Last column: Löwdin charge in e.
CARTESIAN COORDINATES (ANGSTROEM)
N 4.73266 0.48277 1.88391  0.116
C 4.04466 0.80077 0.81391  -0.599
N 2.82566 1.24277 1.14391  0.183
O 4.47966 0.61377 -0.49109  -0.113
H 5.64266 -0.07623 1.86091  0.175
H 4.37466 0.64977 2.87191  0.161
H 2.10866 1.42877 0.39991  0.079
H 2.59466 1.12077 2.08591  0.058
N 3.37166 -2.10323 -0.26509  0.188
C 2.68666 -2.48723 0.78991  -0.663
N 2.79466 -1.71723 1.77791  0.153
O 2.10666 -3.70923 0.92191  -0.107
H 3.40666 -2.71423 -1.12109  0.156
H 3.56666 -1.16823 -0.32009  0.004
H 2.25766 -1.87923 2.68291  0.074
H 3.51466 -0.93823 1.86891  0.091
N -2.54334 1.30477 -1.91909  0.201
C -1.80534 1.21377 -2.98009  -0.590
N -2.40834 0.55477 -3.93009  0.169
O -0.52734 1.71877 -3.12009  -0.104
H -2.13734 1.66977 -1.08609  0.093
H -3.42134 0.83177 -1.84709  0.071
H -1.85734 0.25677 -4.78209  0.154
H -3.27534 0.08377 -3.87809  0.096
N 1.19366 -2.10523 3.91891  0.135
C 1.08766 -0.88123 4.31791  -0.694
N 0.83266 -0.11523 3.36691  0.180
O 1.48566 -0.51323 5.56591  -0.099
H 1.53666 -2.69823 4.67691  0.150
H 0.41766 -2.54123 3.32291  0.126
H 0.51366 0.84277 3.57291  0.100
H 0.91666 -0.34723 2.39191  0.068
C -1.50734 2.13177 3.11391  -0.018
C -0.38734 3.03577 2.76091  -0.636
C -0.66534 4.48477 3.07491  -0.022
O 0.72666 2.79177 3.34091  -0.006
H -1.89634 2.43277 4.00691  0.066
H -1.31734 1.10677 3.14791  0.032
H -2.19634 2.34977 2.24491  0.102
H -0.23934 2.90277 1.68191  0.125
H -1.53534 4.72777 2.48791  0.081
H 0.22666 5.01277 2.71491  0.095
H -0.89734 4.65377 4.12691  0.098
H 1.32966 3.52877 3.27591  0.114
C -5.84934 -0.70423 0.86791  -0.045
C -5.52934 0.58077 0.12691  -0.585
C -4.14134 1.13677 0.72791  -0.037
O -5.33534 0.59777 -1.11709  -0.008
H -6.07234 -0.39523 1.89991  0.091
H -5.04334 -1.40123 0.90591  0.045
H -6.76434 -1.22623 0.43491  0.105
H -6.36634 1.25277 0.41891  0.146
H -3.29634 0.46477 0.57391  0.048
H -4.24734 1.21977 1.78191  0.061
H -3.95234 2.10677 0.35391  0.063
H -6.15934 0.27677 -1.53909  0.148
C 2.17866 -0.54023 -2.57009  -0.008
C 1.65166 -1.04123 -3.91009  -0.613
C 2.78766 -1.13323 -4.95509  -0.010
O 1.08966 -2.15523 -3.82009  0.017
H 2.16466 0.57877 -2.51309  0.086
H 3.12066 -1.00323 -2.40709  0.061
H 1.43666 -0.73823 -1.80509  0.050
H 0.88466 -0.38723 -4.25709  0.113
H 2.32066 -1.45123 -5.92209  0.098
H 3.49266 -1.91823 -4.75509  0.077
H 3.38366 -0.33023 -4.86609  0.029
H 0.62966 -2.29023 -4.64309  0.113
C -2.97334 -3.78123 3.09491  -0.013
C -1.90934 -3.07823 2.26291  -0.609
C -1.80934 -1.54023 2.60191  -0.018
O -0.74834 -3.53723 2.15691  -0.019
H -2.72134 -4.80923 3.03291  0.063
H -3.92634 -3.61023 2.55291  0.084
H -3.02934 -3.53023 4.21291  0.108
H -2.24534 -3.14923 1.29291  0.077
H -2.68734 -1.02323 2.61991  0.028
H -1.12334 -1.00623 1.88691  0.062
H -1.48034 -1.51823 3.65291  0.090
H -0.31934 -3.44323 1.27691  0.065
C 2.66666 3.17777 -1.98809  -0.052
C 3.58166 3.42077 -3.12809  -0.677
C 4.93466 3.79077 -2.73209  -0.037
O 3.44366 2.60477 -4.07009  0.045
H 2.68966 4.09777 -1.45409  0.076
H 3.13366 2.45977 -1.26909  0.077
H 1.63966 3.09577 -2.19309  0.051
H 3.10366 4.32377 -3.65409  0.156
H 4.95366 4.44577 -1.82709  0.105
H 5.48666 4.39077 -3.38709  0.056
H 5.56266 2.90677 -2.64509  0.094
H 2.64566 2.87077 -4.48509  0.106
C -2.68734 -2.08223 -1.09509  -0.020
C -1.42434 -2.68723 -1.66909  -0.658
C -0.30434 -2.93423 -0.77109  -0.043
O -1.60034 -3.65623 -2.45409  0.072
H -2.53934 -1.16423 -0.60509  0.028
H -3.34834 -2.75023 -0.46309  0.103
H -3.33234 -1.87123 -1.95209  0.074
H -0.97834 -1.93923 -2.32209  0.118
H 0.69166 -2.91223 -1.24309  0.093
H -0.46834 -3.98023 -0.36809  0.131
H -0.26334 -2.29223 0.09291  0.053
H -1.76734 -3.26123 -3.28809  0.102
C 0.08566 0.45377 0.04791  -0.119
O 0.63066 1.73477 -0.37709  -0.146
H -0.39134 -0.06023 -0.80209  0.072
H -0.82134 0.73877 0.68491  0.084
H 0.72966 -0.21823 0.56691  0.042
H 0.37766 1.84277 -1.28009  0.011

Cartesian forces, eV/Å:
N 3.9 -1.8 3.8
C 0.5 0.1 -7.0
N -0.1 0.6 -2.7
O -2.0 0.9 6.6
H -1.9 1.4 -0.4
H 0.7 -0.1 -2.1
H 0.9 0.2 0.9
H -1.0 0.2 1.3
N -0.1 -3.9 -2.9
C -1.6 -8.7 -1.4
N 0.3 5.0 6.3
O 1.4 4.8 -1.0
H -0.2 1.2 1.7
H 1.0 2.7 -0.9
H 1.0 -0.6 -1.6
H -1.5 -2.1 -0.7
N -0.3 0.9 2.4
C 6.6 2.3 -0.8
N 1.5 -1.9 -5.3
O -5.7 -2.3 1.0
H 0.1 0.3 0.3
H -0.4 -0.1 0.2
H -0.8 1.0 1.7
H -0.8 -0.1 0.6
N -1.0 -6.0 0.1
C 3.6 1.0 9.4
N -2.2 6.8 -3.6
O -2.2 -1.2 -5.2
H -0.3 -0.1 -0.5
H 1.4 0.4 0.8
H 0.9 -0.7 -0.1
H -0.2 -0.4 0.3
C -0.8 1.1 -3.0
C -3.3 2.0 -3.1
C -1.0 -0.1 -1.1
O 6.2 -3.0 3.8
H -1.5 0.7 2.5
H 0.4 -1.6 -0.2
H 0.0 -0.5 1.3
H -0.2 0.4 -0.5
H -0.3 0.9 -0.2
H -0.5 0.5 0.2
H 0.3 -0.1 0.0
H 0.3 0.1 0.1
C -1.7 -0.3 -0.3
C 1.3 1.4 8.7
C -2.0 -1.1 0.2
O -0.5 -1.3 -8.4
H -0.1 -0.3 -0.3
H 0.7 -0.6 -0.2
H 1.0 0.6 0.5
H 0.4 0.3 0.1
H -0.2 -0.1 -0.3
H -0.1 0.2 1.0
H 0.3 1.1 -0.6
H 0.8 0.2 -0.3
C -1.6 1.5 -0.7
C 4.6 6.9 -0.8
C -2.4 -2.5 -0.2
O -4.3 -8.8 1.5
H 0.9 -0.9 -0.5
H 0.8 0.1 0.5
H 0.1 -0.8 0.3
H -0.2 1.9 -0.5
H 0.7 1.0 0.3
H 0.0 -1.0 0.7
H 1.8 3.5 -0.9
H -0.3 -0.8 -0.3
C 0.1 0.6 1.0
C -6.1 5.2 0.3
C 2.0 -1.7 0.1
O 8.7 -4.0 1.2
H -0.1 -1.3 0.0
H 0.3 -0.1 0.8
H 0.1 0.0 -1.7
H -2.1 0.3 -2.4
H -2.8 1.3 -0.2
H -0.5 -0.7 0.9
H 0.4 0.3 -0.4
H -0.2 -0.4 0.9
C 1.9 0.0 2.6
C -2.4 7.7 3.1
C 1.6 0.0 1.9
O 0.9 -7.3 -6.3
H 0.0 1.0 0.9
H -0.9 0.0 -0.8
H -1.2 -0.9 -0.8
H 0.8 0.8 1.5
H -0.2 -1.1 -0.2
H 0.4 0.9 -1.8
H 0.0 -0.3 0.7
H -0.9 -0.7 -1.0
C -1.8 -1.7 -0.2
C 1.6 7.2 2.9
C 1.1 -2.4 2.0
O -1.6 -7.2 -4.1
H 0.4 1.1 0.8
H 1.1 0.4 -0.5
H -0.1 0.2 -0.1
H -0.1 1.6 0.2
H -0.6 -0.2 0.0
H 0.5 0.8 -0.4
H 0.0 0.7 0.1
H -0.4 -0.4 -1.4
C -3.4 2.1 -0.6
O 0.2 -1.7 1.9
H 0.6 0.0 0.1
H 1.2 -0.7 -0.2
H 0.9 -0.1 0.1
H -0.3 0.2 -1.8

---

2.
The following is a quantum chemistry calculation of a 2-piece molecular cluster, C11H22N3 overall in a non-equilibrium geometry, from OMol25.

**HOMO**: -8.9 eV
**Net charge**: +1
**Calculated total energy**: -596.2114 a.u.

Last column: Löwdin charge in e.
CARTESIAN COORDINATES (ANGSTROEM)
C 0.93713 -1.37596 1.03202  -0.117
C 0.76156 -2.70589 0.84003  -0.198
C 1.90853 -2.05592 -1.04467  -0.092
C 1.54148 -0.87789 -0.11049  -0.245
C -2.11628 1.30494 -1.39945  0.032
C -2.37796 0.61230 1.02580  0.006
C 2.74690 2.66444 -0.28875  -0.063
C 1.98109 1.54562 1.64217  -0.120
C -2.55914 -2.03626 0.15412  -0.014
C 2.19594 0.29384 -0.37325  -0.085
C -2.23841 0.22708 -0.39557  -0.259
N 1.24979 -3.13869 -0.31224  -0.027
N 2.08103 1.49629 0.26618  -0.242
N -2.36601 -0.98499 -0.83594  0.089
H 0.75914 -0.80213 1.90604  0.086
H 0.23557 -3.32442 1.52791  0.119
H 2.96603 -2.23981 -1.00540  0.125
H -2.49254 2.24849 -1.27492  0.082
H -2.26603 0.94810 -2.32614  0.055
H -1.09827 1.71549 -1.48882  0.131
H -3.32091 0.28072 1.33453  0.076
H -2.28304 1.68934 1.16941  0.106
H -1.60826 0.06412 1.68259  0.128
H 3.73747 2.86684 0.13433  0.094
H 2.95449 2.41465 -1.30784  0.072
H 2.20759 3.58342 -0.21902  0.079
H 0.91281 1.62755 1.88747  0.084
H 2.38475 0.77650 2.20760  0.064
H 2.54590 2.40770 2.17372  0.130
H -2.96471 -2.95213 -0.25335  0.094
H -1.45894 -2.06255 0.56254  0.091
H -3.10487 -1.68359 1.18370  0.150
H 2.63769 0.30169 -1.35178  0.116
H 1.05332 -4.15558 -0.58581  0.183
H -2.25629 -0.98397 -1.81138  0.153
H 1.31586 -1.92999 -1.94166  0.117

Cartesian forces, eV/Å:
C -1.4 -1.1 1.2
C -0.7 1.2 1.9
C -1.9 -0.1 1.4
C 3.5 2.0 -2.1
C 3.2 -0.6 1.5
C 2.6 -0.5 0.5
C 1.1 -1.0 -0.5
C -1.1 2.7 3.0
C 2.0 0.4 3.0
C -1.7 -1.2 -0.7
C -0.4 1.6 -0.2
N -0.6 -3.8 -1.1
N 1.4 1.3 -1.3
N -0.8 2.2 2.8
H -0.3 0.0 0.6
H 0.0 -0.8 0.3
H 0.5 0.1 -1.1
H -2.3 1.9 1.0
H -1.0 -1.1 -3.4
H 0.6 -0.9 0.5
H -1.6 -0.4 0.7
H 0.0 -0.2 -0.1
H -1.0 0.8 -1.0
H 0.0 -0.2 0.4
H -0.1 0.3 -0.9
H -0.8 0.4 0.1
H 0.1 0.2 0.7
H 0.7 -2.3 0.5
H -1.1 -0.8 -1.4
H 0.1 0.0 0.0
H -1.8 -1.1 -0.6
H 0.7 -0.7 -3.2
H 0.5 0.5 -0.3
H 0.9 2.5 0.1
H -0.1 -1.4 -1.6
H 1.1 0.0 -0.9

---

Question: Which of these has the lowest HOMO?
Answer: C11H22N3

---

Repeat the second record exactly.
The following is a quantum chemistry calculation of a 2-piece molecular cluster, C11H22N3 overall in a non-equilibrium geometry, from OMol25.

**HOMO**: -8.9 eV
**Net charge**: +1
**Calculated total energy**: -596.2114 a.u.

Last column: Löwdin charge in e.
CARTESIAN COORDINATES (ANGSTROEM)
C 0.93713 -1.37596 1.03202  -0.117
C 0.76156 -2.70589 0.84003  -0.198
C 1.90853 -2.05592 -1.04467  -0.092
C 1.54148 -0.87789 -0.11049  -0.245
C -2.11628 1.30494 -1.39945  0.032
C -2.37796 0.61230 1.02580  0.006
C 2.74690 2.66444 -0.28875  -0.063
C 1.98109 1.54562 1.64217  -0.120
C -2.55914 -2.03626 0.15412  -0.014
C 2.19594 0.29384 -0.37325  -0.085
C -2.23841 0.22708 -0.39557  -0.259
N 1.24979 -3.13869 -0.31224  -0.027
N 2.08103 1.49629 0.26618  -0.242
N -2.36601 -0.98499 -0.83594  0.089
H 0.75914 -0.80213 1.90604  0.086
H 0.23557 -3.32442 1.52791  0.119
H 2.96603 -2.23981 -1.00540  0.125
H -2.49254 2.24849 -1.27492  0.082
H -2.26603 0.94810 -2.32614  0.055
H -1.09827 1.71549 -1.48882  0.131
H -3.32091 0.28072 1.33453  0.076
H -2.28304 1.68934 1.16941  0.106
H -1.60826 0.06412 1.68259  0.128
H 3.73747 2.86684 0.13433  0.094
H 2.95449 2.41465 -1.30784  0.072
H 2.20759 3.58342 -0.21902  0.079
H 0.91281 1.62755 1.88747  0.084
H 2.38475 0.77650 2.20760  0.064
H 2.54590 2.40770 2.17372  0.130
H -2.96471 -2.95213 -0.25335  0.094
H -1.45894 -2.06255 0.56254  0.091
H -3.10487 -1.68359 1.18370  0.150
H 2.63769 0.30169 -1.35178  0.116
H 1.05332 -4.15558 -0.58581  0.183
H -2.25629 -0.98397 -1.81138  0.153
H 1.31586 -1.92999 -1.94166  0.117

Cartesian forces, eV/Å:
C -1.4 -1.1 1.2
C -0.7 1.2 1.9
C -1.9 -0.1 1.4
C 3.5 2.0 -2.1
C 3.2 -0.6 1.5
C 2.6 -0.5 0.5
C 1.1 -1.0 -0.5
C -1.1 2.7 3.0
C 2.0 0.4 3.0
C -1.7 -1.2 -0.7
C -0.4 1.6 -0.2
N -0.6 -3.8 -1.1
N 1.4 1.3 -1.3
N -0.8 2.2 2.8
H -0.3 0.0 0.6
H 0.0 -0.8 0.3
H 0.5 0.1 -1.1
H -2.3 1.9 1.0
H -1.0 -1.1 -3.4
H 0.6 -0.9 0.5
H -1.6 -0.4 0.7
H 0.0 -0.2 -0.1
H -1.0 0.8 -1.0
H 0.0 -0.2 0.4
H -0.1 0.3 -0.9
H -0.8 0.4 0.1
H 0.1 0.2 0.7
H 0.7 -2.3 0.5
H -1.1 -0.8 -1.4
H 0.1 0.0 0.0
H -1.8 -1.1 -0.6
H 0.7 -0.7 -3.2
H 0.5 0.5 -0.3
H 0.9 2.5 0.1
H -0.1 -1.4 -1.6
H 1.1 0.0 -0.9

---

Question: Which of these has the highest HOMO?
Answer: C23H68N8O11

---

Copy entry 2 word for word.
The following is a quantum chemistry calculation of a 2-piece molecular cluster, C11H22N3 overall in a non-equilibrium geometry, from OMol25.

**HOMO**: -8.9 eV
**Net charge**: +1
**Calculated total energy**: -596.2114 a.u.

Last column: Löwdin charge in e.
CARTESIAN COORDINATES (ANGSTROEM)
C 0.93713 -1.37596 1.03202  -0.117
C 0.76156 -2.70589 0.84003  -0.198
C 1.90853 -2.05592 -1.04467  -0.092
C 1.54148 -0.87789 -0.11049  -0.245
C -2.11628 1.30494 -1.39945  0.032
C -2.37796 0.61230 1.02580  0.006
C 2.74690 2.66444 -0.28875  -0.063
C 1.98109 1.54562 1.64217  -0.120
C -2.55914 -2.03626 0.15412  -0.014
C 2.19594 0.29384 -0.37325  -0.085
C -2.23841 0.22708 -0.39557  -0.259
N 1.24979 -3.13869 -0.31224  -0.027
N 2.08103 1.49629 0.26618  -0.242
N -2.36601 -0.98499 -0.83594  0.089
H 0.75914 -0.80213 1.90604  0.086
H 0.23557 -3.32442 1.52791  0.119
H 2.96603 -2.23981 -1.00540  0.125
H -2.49254 2.24849 -1.27492  0.082
H -2.26603 0.94810 -2.32614  0.055
H -1.09827 1.71549 -1.48882  0.131
H -3.32091 0.28072 1.33453  0.076
H -2.28304 1.68934 1.16941  0.106
H -1.60826 0.06412 1.68259  0.128
H 3.73747 2.86684 0.13433  0.094
H 2.95449 2.41465 -1.30784  0.072
H 2.20759 3.58342 -0.21902  0.079
H 0.91281 1.62755 1.88747  0.084
H 2.38475 0.77650 2.20760  0.064
H 2.54590 2.40770 2.17372  0.130
H -2.96471 -2.95213 -0.25335  0.094
H -1.45894 -2.06255 0.56254  0.091
H -3.10487 -1.68359 1.18370  0.150
H 2.63769 0.30169 -1.35178  0.116
H 1.05332 -4.15558 -0.58581  0.183
H -2.25629 -0.98397 -1.81138  0.153
H 1.31586 -1.92999 -1.94166  0.117

Cartesian forces, eV/Å:
C -1.4 -1.1 1.2
C -0.7 1.2 1.9
C -1.9 -0.1 1.4
C 3.5 2.0 -2.1
C 3.2 -0.6 1.5
C 2.6 -0.5 0.5
C 1.1 -1.0 -0.5
C -1.1 2.7 3.0
C 2.0 0.4 3.0
C -1.7 -1.2 -0.7
C -0.4 1.6 -0.2
N -0.6 -3.8 -1.1
N 1.4 1.3 -1.3
N -0.8 2.2 2.8
H -0.3 0.0 0.6
H 0.0 -0.8 0.3
H 0.5 0.1 -1.1
H -2.3 1.9 1.0
H -1.0 -1.1 -3.4
H 0.6 -0.9 0.5
H -1.6 -0.4 0.7
H 0.0 -0.2 -0.1
H -1.0 0.8 -1.0
H 0.0 -0.2 0.4
H -0.1 0.3 -0.9
H -0.8 0.4 0.1
H 0.1 0.2 0.7
H 0.7 -2.3 0.5
H -1.1 -0.8 -1.4
H 0.1 0.0 0.0
H -1.8 -1.1 -0.6
H 0.7 -0.7 -3.2
H 0.5 0.5 -0.3
H 0.9 2.5 0.1
H -0.1 -1.4 -1.6
H 1.1 0.0 -0.9